1.
Here is a 8-piece molecular cluster, C41H60Cl2N3O23 overall at a distorted geometry from OMol25. Energies are from ωB97M-V/def2-TZVPD.

The geometry in ORCA input format:
```
! wB97M-V def2-TZVPD RIJCOSX def2/J DEFGRID3
* xyz 1 1
C -0.251 5.163 -5.461
N -0.516 3.714 -5.686
C -0.431 2.954 -4.432
O -1.380 1.844 -4.487
C -0.843 0.747 -3.804
O -0.644 -0.282 -4.365
C -0.496 1.021 -2.303
C 0.873 0.828 -1.835
C 1.144 1.144 -0.426
N 0.175 1.597 0.435
C 0.499 1.954 1.872
N 1.914 1.843 2.158
C 2.266 0.704 3.056
C -1.148 1.755 0.028
C -2.263 2.260 0.944
Cl -2.183 4.004 1.446
C -3.320 1.517 1.379
C -3.470 0.015 0.966
Cl -4.543 2.301 2.407
C -1.518 1.468 -1.360
H -1.214 5.733 -5.309
H 0.298 5.577 -6.353
H 0.425 5.247 -4.572
H -1.470 3.662 -6.055
H 0.608 2.545 -4.288
H -0.630 3.629 -3.540
H 1.704 0.488 -2.500
H 2.204 0.996 -0.098
H 0.234 3.049 1.967
H -0.176 1.409 2.577
H 2.322 2.723 2.456
H 2.871 1.097 3.911
H 1.365 0.128 3.387
H 2.917 0.004 2.458
H -4.496 -0.334 1.271
H -3.427 -0.082 -0.139
H -2.713 -0.592 1.518
H -2.570 1.582 -1.719
C 7.069 2.648 6.487
C 5.804 1.828 6.378
C 5.744 0.654 7.313
O 4.851 -0.225 6.624
C 4.978 0.050 5.301
O 4.510 -0.618 4.428
O 5.709 1.179 5.103
H 7.051 3.270 7.383
H 7.954 2.010 6.527
H 7.184 3.293 5.613
H 4.928 2.476 6.487
H 5.351 0.916 8.295
H 6.702 0.142 7.435
C -5.229 3.783 -7.337
C -5.456 5.255 -7.083
C -5.377 6.114 -8.313
O -5.016 7.382 -7.766
C -4.326 7.133 -6.619
O -3.728 7.954 -6.001
O -4.411 5.813 -6.277
H -6.106 3.329 -7.801
H -4.370 3.621 -7.993
H -5.015 3.261 -6.402
H -6.400 5.401 -6.549
H -6.325 6.177 -8.846
H -4.593 5.806 -9.010
C -5.113 6.374 0.366
C -6.027 5.423 -0.371
C -5.814 5.386 -1.859
O -7.089 4.955 -2.331
C -8.008 5.375 -1.411
O -9.183 5.339 -1.572
O -7.391 5.842 -0.289
H -4.106 5.960 0.444
H -5.049 7.339 -0.142
H -5.492 6.572 1.370
H -5.960 4.423 0.071
H -5.033 4.686 -2.157
H -5.600 6.368 -2.292
C 1.212 -2.240 -4.974
C 1.878 -3.575 -4.730
C 1.053 -4.545 -3.935
O 2.056 -5.379 -3.351
C 3.177 -4.615 -3.232
O 4.146 -4.936 -2.621
O 3.034 -3.434 -3.895
H 0.440 -2.326 -5.739
H 0.754 -1.857 -4.065
H 1.946 -1.497 -5.296
H 2.204 -4.011 -5.680
H 0.374 -5.129 -4.555
H 0.486 -4.075 -3.127
C 3.272 -5.559 0.015
C 3.306 -5.611 1.525
C 3.061 -6.975 2.105
O 2.549 -6.658 3.402
C 1.946 -5.440 3.298
O 1.264 -4.953 4.142
O 2.226 -4.861 2.097
H 4.180 -5.983 -0.411
H 2.416 -6.112 -0.380
H 3.170 -4.530 -0.331
H 4.243 -5.180 1.893
H 3.969 -7.572 2.180
H 2.299 -7.546 1.567
C -4.796 -4.747 2.574
C -4.590 -4.391 1.119
C -3.498 -5.165 0.440
O -3.116 -4.274 -0.613
C -3.392 -3.017 -0.178
O -3.038 -2.019 -0.732
O -4.117 -3.045 0.970
H -5.313 -5.702 2.669
H -3.844 -4.816 3.104
H -5.383 -3.977 3.077
H -5.538 -4.471 0.578
H -3.841 -6.118 0.039
H -2.625 -5.337 1.076
C 4.392 -4.060 5.690
C 5.884 -3.833 5.624
C 6.705 -5.091 5.592
O 7.951 -4.646 6.133
C 7.665 -3.600 6.960
O 8.444 -3.101 7.708
O 6.370 -3.207 6.817
H 4.004 -4.374 4.720
H 4.137 -4.826 6.426
H 3.879 -3.149 5.994
H 6.123 -3.173 4.783
H 6.837 -5.484 4.584
H 6.314 -5.882 6.237
*
```


2.
Here is a 11-piece molecular cluster, C41H60O33 overall at a distorted geometry from OMol25. Energies are from ωB97M-V/def2-TZVPD.

Structure (SMILES) ... C[C@H]1COC(=O)O1.C[C@H]1COC(=O)O1.C[C@H]1COC(=O)O1.C[C@H]1COC(=O)O1.C[C@H]1COC(=O)O1.C[C@H]1COC(=O)O1.C[C@H]1COC(=O)O1.C[C@H]1COC(=O)O1.O=C1OCCO1.O=C1OCCO1.O=C1OCCO1
Energy relative to the best compared isomer or geometry (same formula, charge and spin) ... 9.272 eV

The geometry in ORCA input format:
```
! wB97M-V def2-TZVPD RIJCOSX def2/J DEFGRID3
* xyz 0 1
C 4.128 -12.426 3.576
C 3.478 -12.443 2.092
C 2.956 -13.893 1.768
O 1.543 -13.643 2.042
C 1.144 -12.396 2.058
O 0.021 -11.988 2.382
O 2.287 -11.643 1.970
H 3.571 -12.971 4.338
H 4.177 -11.344 3.694
H 5.186 -12.687 3.531
H 4.235 -12.162 1.361
H 3.222 -14.586 2.566
H 3.098 -14.268 0.755
C 0.457 -3.750 0.029
C -0.987 -4.264 0.068
C -2.137 -3.530 -0.560
O -3.050 -4.613 -0.738
C -2.311 -5.675 -1.132
O -2.694 -6.598 -1.912
O -0.963 -5.346 -0.815
H 0.602 -2.710 0.321
H 0.862 -3.709 -0.982
H 1.073 -4.437 0.609
H -1.326 -4.665 1.023
H -1.909 -3.035 -1.504
H -2.462 -2.787 0.169
C -4.357 -15.683 -7.693
C -3.032 -14.906 -7.769
C -3.347 -13.472 -7.266
O -2.246 -13.172 -6.416
C -1.476 -14.396 -6.257
O -0.393 -14.370 -5.696
O -2.072 -15.445 -6.914
H -4.397 -16.711 -8.053
H -5.150 -15.227 -8.285
H -4.790 -15.699 -6.693
H -2.714 -14.920 -8.811
H -4.292 -13.393 -6.730
H -3.484 -12.853 -8.153
C -2.950 -4.082 -9.529
C -2.305 -4.232 -8.076
C -1.353 -5.351 -8.071
O -0.124 -4.615 -8.326
C -0.279 -3.326 -8.040
O 0.633 -2.504 -7.858
O -1.547 -3.082 -7.866
H -3.784 -4.783 -9.481
H -2.351 -4.231 -10.428
H -3.373 -3.087 -9.667
H -3.058 -4.430 -7.314
H -1.754 -6.166 -8.672
H -1.253 -5.582 -7.010
C 6.332 -10.227 -6.636
C 5.550 -9.223 -5.841
C 5.155 -9.601 -4.336
O 5.525 -8.335 -3.682
C 6.184 -7.449 -4.554
O 6.370 -6.272 -4.284
O 6.310 -8.037 -5.759
H 6.282 -9.864 -7.663
H 6.066 -11.280 -6.542
H 7.355 -10.273 -6.265
H 4.651 -8.854 -6.334
H 5.698 -10.491 -4.017
H 4.072 -9.668 -4.440
C 14.542 -13.481 3.226
C 14.087 -12.097 2.733
C 14.742 -11.464 1.568
O 13.689 -10.932 0.807
C 12.465 -11.298 1.210
O 11.401 -10.972 0.646
O 12.709 -12.058 2.451
H 15.224 -13.607 4.068
H 14.860 -14.160 2.435
H 13.648 -13.993 3.579
H 14.159 -11.475 3.625
H 15.321 -12.285 1.145
H 15.577 -10.801 1.796
C 13.956 -14.094 -5.613
C 14.077 -14.039 -7.118
C 13.010 -14.716 -7.897
O 12.809 -13.688 -8.912
C 13.493 -12.572 -8.549
O 13.514 -11.505 -9.180
O 14.148 -12.728 -7.408
H 13.111 -13.591 -5.143
H 14.687 -13.419 -5.169
H 14.013 -15.098 -5.193
H 15.018 -14.446 -7.486
H 12.072 -14.650 -7.347
H 13.326 -15.657 -8.348
C 15.182 -6.418 -5.281
C 14.414 -5.632 -6.379
C 12.909 -5.623 -6.131
O 12.464 -4.451 -6.595
C 13.592 -3.511 -6.573
O 13.431 -2.284 -6.633
O 14.710 -4.249 -6.346
H 14.842 -7.446 -5.150
H 15.158 -5.896 -4.324
H 16.250 -6.478 -5.490
H 14.552 -6.124 -7.342
H 12.684 -5.801 -5.080
H 12.378 -6.363 -6.730
O 8.516 -11.597 -19.347
C 8.859 -11.186 -18.249
O 10.064 -11.579 -17.816
C 10.292 -11.176 -16.407
C 9.025 -10.189 -16.216
O 8.253 -10.464 -17.463
H 10.305 -12.062 -15.772
H 11.218 -10.603 -16.432
H 9.426 -9.177 -16.172
H 8.550 -10.241 -15.236
O 13.751 -2.476 1.738
C 12.611 -2.981 1.943
O 12.115 -3.148 3.108
C 10.725 -3.481 2.975
C 10.464 -3.467 1.467
O 11.782 -3.246 0.984
H 10.697 -4.441 3.489
H 10.011 -2.856 3.512
H 9.870 -2.585 1.226
H 9.985 -4.324 0.995
O 10.055 4.944 -5.093
C 9.722 3.756 -4.987
O 8.794 3.136 -5.784
C 8.360 1.953 -5.123
C 9.343 1.749 -4.017
O 10.071 2.944 -3.965
H 7.353 2.213 -4.797
H 8.350 0.990 -5.633
H 9.951 0.926 -4.391
H 8.901 1.700 -3.021
*
```


3.
Here is C41H61AsN3O2PS5SeSi3Y as an isolated structure at a distorted geometry from OMol25. Energies are from ωB97M-V/def2-TZVPD.

The geometry in ORCA input format:
```
! wB97M-V def2-TZVPD RIJCOSX def2/J DEFGRID3
* xyz -1 1
Y -0.108 0.496 -0.326
C 4.454 2.602 -0.594
O 3.414 3.590 -0.441
C 2.254 2.913 -0.528
N 2.280 1.664 -0.739
C 3.698 1.268 -0.796
C 4.105 0.549 -2.064
C 3.205 0.305 -3.089
C 3.604 -0.400 -4.218
C 4.908 -0.852 -4.337
C 5.824 -0.581 -3.327
C 5.423 0.116 -2.199
C 1.032 3.704 -0.294
C 1.085 4.941 0.325
C -0.109 5.569 0.632
C -1.301 4.948 0.304
C -1.243 3.709 -0.313
N -0.106 3.100 -0.618
C -2.471 2.930 -0.567
N -2.536 1.667 -0.661
C -3.972 1.328 -0.770
C -4.662 2.705 -0.866
O -3.605 3.655 -0.633
C -4.365 0.397 -1.892
C -5.725 0.190 -2.122
C -6.152 -0.683 -3.110
C -5.221 -1.359 -3.889
C -3.869 -1.149 -3.673
C -3.443 -0.277 -2.676
H 5.070 2.616 0.304
H 5.055 2.873 -1.461
H 3.879 0.602 0.054
H 2.186 0.658 -2.999
H 2.881 -0.602 -5.000
H 5.212 -1.416 -5.210
H 6.848 -0.923 -3.412
H 6.142 0.315 -1.411
H 2.041 5.366 0.589
H -0.111 6.523 1.141
H -2.259 5.383 0.544
H -4.234 0.836 0.171
H -5.425 2.862 -0.105
H -5.082 2.891 -1.854
H -6.462 0.711 -1.520
H -7.212 -0.835 -3.271
H -5.550 -2.041 -4.662
H -3.131 -1.658 -4.281
H -2.386 -0.099 -2.537
S -0.041 -3.185 -7.034
C 0.059 -2.330 -5.618
S -0.321 -0.657 -5.474
C -0.001 -0.449 -3.761
C 0.414 -1.565 -3.120
S 0.890 -1.760 -1.440
S 0.551 -3.002 -4.115
S -0.223 1.143 -3.086
Se -0.014 1.393 2.103
C 5.695 -1.955 0.627
Si 4.651 -3.511 0.699
C 4.302 -4.069 -1.052
C 5.774 -4.786 1.513
As 2.555 -2.893 1.579
Si 3.203 -1.875 3.607
C 3.698 -0.125 3.164
C 1.753 -1.729 4.779
C 4.628 -2.736 4.485
Si 1.732 -5.031 2.160
C 0.857 -5.151 3.819
C 2.967 -6.448 2.205
C 0.497 -5.443 0.802
H 6.686 -2.184 0.225
H 5.826 -1.500 1.609
H 5.220 -1.228 -0.030
H 5.223 -4.358 -1.566
H 3.828 -3.255 -1.608
H 3.615 -4.918 -1.078
H 6.749 -4.697 1.026
H 5.427 -5.809 1.385
H 5.913 -4.607 2.580
H 2.834 0.383 2.721
H 4.527 -0.089 2.455
H 3.990 0.431 4.059
H 1.035 -1.015 4.366
H 2.104 -1.343 5.740
H 1.240 -2.673 4.959
H 5.553 -2.651 3.911
H 4.426 -3.800 4.635
H 4.795 -2.281 5.465
H 1.539 -4.969 4.652
H 0.472 -6.170 3.917
H 0.018 -4.464 3.914
H 3.805 -6.264 2.877
H 3.368 -6.665 1.213
H 2.437 -7.338 2.554
H -0.503 -5.085 1.058
H 0.440 -6.521 0.632
H 0.779 -4.960 -0.138
C -6.270 -1.606 0.803
C -5.050 -1.949 1.651
P -3.406 -1.831 0.794
C -2.419 -2.519 2.197
C -0.934 -2.188 2.094
C -3.568 -3.313 -0.305
C -2.379 -3.543 -1.237
H -7.189 -1.717 1.383
H -6.353 -2.248 -0.074
H -6.224 -0.576 0.446
H -5.137 -2.963 2.056
H -4.998 -1.269 2.506
H -2.603 -3.598 2.254
H -2.819 -2.068 3.110
H -0.509 -2.542 1.150
H -0.370 -2.641 2.908
H -0.784 -1.105 2.175
H -4.473 -3.161 -0.901
H -3.735 -4.192 0.329
H -2.253 -2.709 -1.927
H -2.520 -4.448 -1.830
H -1.442 -3.647 -0.691
*
```


4.
Here is a 9-piece molecular cluster, C41H61NO13 overall at a distorted geometry from OMol25. Energies are from ωB97M-V/def2-TZVPD.

Structure (SMILES) ... O=NOCc1cc2c(cc1CCO)C(=O)c1ccccc1C2=O.CC(C)=O.CC(C)=O.CC(C)=O.CC(C)=O.CC(C)=O.CC(C)=O.CC(C)=O.CC(C)=O

The geometry in ORCA input format:
```
! wB97M-V def2-TZVPD RIJCOSX def2/J DEFGRID3
* xyz 0 1
O -2.820 -4.583 1.073
N -2.735 -3.995 0.068
O -3.010 -4.859 -1.014
C -3.759 -4.131 -1.982
C -2.924 -3.191 -2.849
C -1.567 -3.427 -2.897
C -0.758 -2.598 -3.622
C -1.309 -1.526 -4.302
C -2.657 -1.321 -4.280
C -3.503 -2.147 -3.556
C -4.987 -1.788 -3.594
C -5.965 -2.955 -3.784
O -7.268 -2.448 -4.065
C -0.372 -0.613 -5.053
O -0.646 -0.106 -6.127
C 0.928 -0.360 -4.330
C 1.540 0.865 -4.303
C 2.730 0.987 -3.615
C 3.336 -0.075 -2.993
C 2.684 -1.291 -3.042
C 1.486 -1.453 -3.681
C 0.740 -2.755 -3.716
O 1.284 -3.846 -3.790
H -4.287 -4.833 -2.632
H -4.546 -3.532 -1.508
H -1.100 -4.245 -2.360
H -3.030 -0.465 -4.838
H -5.117 -1.145 -4.473
H -5.224 -1.155 -2.727
H -6.071 -3.523 -2.852
H -5.641 -3.633 -4.576
H -7.462 -1.735 -3.449
H 1.071 1.712 -4.797
H 3.168 1.981 -3.592
H 4.280 0.043 -2.487
H 3.174 -2.122 -2.536
C 3.504 -7.707 -1.458
C 3.318 -6.388 -0.748
C 2.084 -5.593 -1.094
O 4.123 -5.988 0.060
H 4.426 -8.173 -1.118
H 2.669 -8.373 -1.233
H 3.566 -7.545 -2.535
H 1.189 -6.169 -0.852
H 2.088 -5.340 -2.155
H 2.076 -4.671 -0.514
C -1.129 -6.982 -6.537
C -2.006 -5.755 -6.591
C -1.471 -4.562 -7.342
O -3.091 -5.730 -6.054
H -1.633 -7.761 -5.968
H -0.939 -7.349 -7.546
H -0.184 -6.741 -6.046
H -1.296 -4.820 -8.388
H -0.541 -4.222 -6.882
H -2.199 -3.754 -7.299
C 5.096 3.132 0.726
C 4.594 1.934 -0.036
C 4.125 0.754 0.776
O 4.566 1.918 -1.248
H 5.402 3.904 0.022
H 4.304 3.523 1.360
H 5.956 2.851 1.336
H 3.294 1.054 1.416
H 4.943 0.374 1.389
H 3.789 -0.037 0.106
C -3.999 -3.690 5.249
C -5.041 -3.186 4.280
C -5.432 -4.111 3.154
O -5.538 -2.091 4.400
H -3.812 -2.929 6.004
H -4.354 -4.596 5.742
H -3.068 -3.899 4.720
H -5.849 -5.036 3.557
H -4.560 -4.336 2.539
H -6.185 -3.626 2.536
C 0.510 3.095 3.006
C 1.886 3.299 3.588
C 1.963 3.917 4.957
O 2.884 2.977 2.976
H 0.597 2.643 2.019
H -0.071 2.432 3.649
H 0.000 4.054 2.912
H 1.444 3.288 5.676
H 1.513 4.909 4.944
H 3.007 4.006 5.254
C 0.797 5.786 -5.756
C 0.713 4.432 -6.416
C 0.164 4.381 -7.819
O 1.072 3.429 -5.844
H 1.208 5.675 -4.755
H 1.449 6.443 -6.334
H -0.198 6.227 -5.682
H 0.789 4.978 -8.486
H -0.858 4.762 -7.834
H 0.161 3.351 -8.168
C 0.063 5.561 8.593
C -0.424 4.366 7.817
C -0.902 3.177 8.613
O -0.430 4.357 6.605
H 0.377 6.338 7.900
H -0.742 5.950 9.220
H 0.913 5.282 9.214
H -1.747 3.465 9.241
H -0.093 2.795 9.237
H -1.223 2.391 7.932
C 3.689 8.274 8.209
C 3.074 7.840 9.516
C 2.964 8.879 10.604
O 2.685 6.707 9.684
H 3.706 7.432 7.520
H 3.099 9.079 7.767
H 4.712 8.615 8.373
H 2.342 9.710 10.265
H 3.956 9.247 10.871
H 2.505 8.434 11.484
*
```


Quick rundown of DFT total energy, same order as above: -120090.8689, -111050.1753, -266408.6194, -71610.5660 eV